Entry 1:
Molecular formula: CH2IPS
Method: DFT, ωB97M-V/def2-TZVPD

- charge = 0
- multiplicity = 3
- expectation value of S² = 2.012
- orbital gap (spin up / spin down) (Ha) = 0.269 / 0.310
- energy (hartree) = -1076.3805

Last columns: bonded neighbours and bond lengths (Å).
Element x y z (Å)
1 I -0.515 1.747 0.811  C4 2.115
2 S -0.960 1.837 -2.611  C4 1.576
3 P 0.546 -2.140 0.368  H5 1.454, H6 1.384
4 C -0.940 2.422 -1.148  I1 2.115, S2 1.576
5 H 0.929 -2.883 1.558  P3 1.454
6 H 0.941 -0.985 1.021  P3 1.384

Entry 2:
Molecular formula: C22H20Cl2N2O6S2
Method: DFT, ωB97M-V/def2-TZVPD

- charge = 0
- SMILES string = COc1ccc(NC(=O)CCS(=O)(=O)c2ccccc2Cl)cc1S(=O)(=O)Nc1ccc(Cl)cc1
- orbital gap (Ha) = 0.322
- energy (hartree) = -3128.0638

Last columns: bonded neighbours and bond lengths (Å).
Element x y z (Å)
1 Cl 5.019 -0.147 -0.010  C19 1.715
2 Cl 1.653 3.576 0.475  C23 1.729
3 S -3.899 -0.053 -1.165  O5 1.428, O8 1.431, N11 1.681, C31 1.793
4 S 2.286 -0.153 -1.550  O6 1.442, O7 1.433, C24 1.800, C30 1.845
5 O -3.427 0.016 -2.510  S3 1.428
6 O 0.895 -0.201 -1.930  S4 1.442
7 O 3.090 0.860 -2.168  S4 1.433
8 O -5.242 -0.494 -0.944  S3 1.431
9 O -4.089 -0.565 1.717  C13 1.373, C20 1.422
10 O 1.822 -2.946 1.241  C28 1.211
11 N -3.771 1.453 -0.432  S3 1.681, C32 1.396, H45 1.011
12 N 0.527 -2.591 -0.599  C22 1.398, C28 1.363, H39 1.012
13 C -3.016 -1.209 1.154  O9 1.373, C31 1.389, C34 1.391
14 C 2.439 0.388 2.971  C15 1.385, C27 1.385, H42 1.079
15 C 3.622 0.231 2.268  C14 1.385, C19 1.386, H50 1.078
16 C -1.604 -1.525 -0.778  C22 1.395, C31 1.375, H48 1.078
17 C -2.137 2.492 1.028  C26 1.382, C32 1.393, H47 1.080
18 C -0.968 -2.464 1.344  C22 1.394, C34 1.383, H43 1.077
19 C 3.575 0.052 0.894  Cl1 1.715, C15 1.386, C24 1.384
20 C -5.200 -1.394 2.035  O9 1.422, H35 1.093, H36 1.093, H54 1.088
21 C -1.572 2.013 -1.260  C29 1.382, C32 1.394, H53 1.077
22 C -0.679 -2.219 0.002  N12 1.398, C16 1.395, C18 1.394
23 C 0.045 3.005 0.197  Cl2 1.729, C26 1.386, C29 1.387
24 C 2.356 0.032 0.239  S4 1.800, C19 1.384, C33 1.381
25 C 2.938 -2.820 -0.862  C28 1.526, C30 1.520, H40 1.092, H44 1.095
26 C -0.871 3.006 1.237  C17 1.382, C23 1.386, H51 1.079
27 C 1.219 0.377 2.314  C14 1.385, C33 1.383, H46 1.078
28 C 1.713 -2.775 0.047  O10 1.211, N12 1.363, C25 1.526
29 C -0.304 2.522 -1.055  C21 1.382, C23 1.387, H49 1.078
30 C 2.989 -1.801 -1.990  S4 1.845, C25 1.520, H41 1.087, H52 1.089
31 C -2.752 -1.038 -0.199  S3 1.793, C13 1.389, C16 1.375
32 C -2.497 1.983 -0.218  N11 1.396, C17 1.393, C21 1.394
33 C 1.180 0.204 0.943  C24 1.381, C27 1.383, H37 1.078
34 C -2.125 -1.962 1.912  C13 1.391, C18 1.383, H38 1.079
35 H -4.889 -2.276 2.600  C20 1.093
36 H -5.712 -1.695 1.117  C20 1.093
37 H 0.250 0.204 0.398  C33 1.078
38 H -2.324 -2.125 2.960  C34 1.079
39 H 0.568 -2.316 -1.572  N12 1.012
40 H 3.802 -2.700 -0.205  C25 1.092
41 H 4.013 -1.618 -2.304  C30 1.087
42 H 2.476 0.523 4.041  C14 1.079
43 H -0.264 -3.012 1.948  C18 1.077
44 H 2.995 -3.828 -1.285  C25 1.095
45 H -4.370 1.479 0.382  N11 1.011
46 H 0.299 0.504 2.861  C27 1.078
47 H -2.855 2.479 1.835  C17 1.080
48 H -1.422 -1.315 -1.820  C16 1.078
49 H 0.415 2.525 -1.858  C29 1.078
50 H 4.575 0.242 2.774  C15 1.078
51 H -0.590 3.396 2.202  C26 1.079
52 H 2.405 -2.099 -2.858  C30 1.089
53 H -1.852 1.619 -2.223  C21 1.077
54 H -5.865 -0.783 2.643  C20 1.088

Entry 3:
Molecular formula: C6H10N3O2
Method: DFT, ωB97M-V/def2-TZVPD

- charge = +1
- orbital gap (Ha) = 0.318
- energy (hartree) = -548.9479

Last columns: bonded neighbours and bond lengths (Å).
Element x y z (Å)
1 O 0.895 2.334 2.341  N3 1.235
2 O -0.007 0.954 3.851  N3 1.211
3 N 0.608 1.246 2.850  O1 1.235, O2 1.211, C9 1.518
4 N -0.167 -0.204 -0.267  C7 1.442, C11 1.273
5 N -0.080 1.041 -2.642  C8 1.279, H18 1.123, H20 1.000
6 C 0.270 -1.315 2.340  C9 1.625, C10 1.510, H13 1.156, H15 1.064
7 C -1.161 -1.004 0.404  N4 1.442, C10 1.283, H21 1.128
8 C -1.048 1.554 -3.304  N5 1.279, H12 1.138, H14 1.151
9 C 0.978 0.092 1.937  N3 1.518, C6 1.625, C11 1.541, H19 1.047
10 C -1.044 -1.435 1.607  C6 1.510, C7 1.283, H16 1.077
11 C 0.767 0.312 0.427  N4 1.273, C9 1.541, H17 1.019
12 H -0.904 2.078 -4.304  C8 1.138
13 H 0.086 -1.327 3.481  C6 1.156
14 H -2.124 1.385 -2.933  C8 1.151
15 H 0.974 -2.032 1.991  C6 1.064
16 H -1.866 -1.906 2.118  C10 1.077
17 H 1.323 1.027 -0.041  C11 1.019
18 H -0.215 0.408 -1.725  N5 1.123
19 H 1.994 0.042 2.181  C9 1.047
20 H 0.773 1.043 -3.164  N5 1.000
21 H -2.120 -1.195 -0.160  C7 1.128

Entry 4:
Molecular formula: C32H34BF3O2S
Method: DFT, ωB97M-V/def2-TZVPD

- charge = 0
- SMILES string = Cc1ccc([C@H](B2OC(C)(C)C(C)(C)O2)c2ccccc2)cc1.Cc1ccc(-c2ccc(C(F)(F)F)cc2)s1
- orbital gap (Ha) = 0.282
- energy (hartree) = -2112.9796

Last columns: bonded neighbours and bond lengths (Å).
Element x y z (Å)
1 S 2.535 -2.480 0.462  C34 1.751, C37 1.774
2 F -4.598 -4.303 -0.053  C14 1.370
3 F -4.595 -4.437 2.137  C14 1.364
4 F -5.111 -2.528 1.150  C14 1.381
5 O 1.346 1.944 -2.298  C11 1.462, B39 1.370
6 O 1.105 2.963 -0.208  C30 1.443, B39 1.382
7 C -2.497 4.481 0.743  C25 1.407, C27 1.389, H47 1.094
8 C -0.777 -0.764 -2.069  C17 1.409, C38 1.397, H64 1.089
9 C -1.539 2.305 0.241  C24 1.522, C27 1.404, C33 1.400
10 C 1.720 -1.308 2.609  C23 1.424, C37 1.396, H42 1.084
11 C 2.666 1.882 -1.673  O5 1.462, C12 1.532, C30 1.609, C36 1.516
12 C 2.921 0.405 -1.356  C11 1.532, H48 1.095, H56 1.101, H73 1.102
13 C -1.893 -3.712 0.256  C19 1.396, C21 1.389, H53 1.090
14 C -4.271 -3.622 1.091  F2 1.370, F3 1.364, F4 1.381, C19 1.496
15 C -2.890 -1.904 -2.428  C31 1.496, C32 1.395, C38 1.402
16 C -2.485 -2.284 2.129  C19 1.388, C22 1.383, H40 1.088
17 C -1.379 0.089 -1.123  C8 1.409, C18 1.407, C24 1.502
18 C -2.689 -0.224 -0.717  C17 1.407, C32 1.383, H61 1.084
19 C -2.839 -3.192 1.141  C13 1.396, C14 1.496, C16 1.388
20 C 5.000 -2.956 1.792  C34 1.481, H41 1.094, H50 1.094, H72 1.093
21 C -0.583 -3.259 0.326  C13 1.389, C29 1.415, H49 1.100
22 C -1.172 -1.855 2.214  C16 1.383, C29 1.418, H70 1.090
23 C 3.099 -1.592 2.818  C10 1.424, C34 1.387, H44 1.091
24 C -0.896 1.489 -0.872  C9 1.522, C17 1.502, B39 1.670, H60 1.134
25 C -2.960 4.002 1.981  C7 1.407, C26 1.404, H43 1.094
26 C -2.708 2.669 2.345  C25 1.404, C33 1.404, H69 1.095
27 C -1.727 3.660 -0.071  C7 1.389, C9 1.404, H65 1.090
28 C 3.052 4.266 -0.650  C30 1.532, H46 1.099, H55 1.101, H71 1.103
29 C -0.192 -2.305 1.294  C21 1.415, C22 1.418, C37 1.450
30 C 2.531 2.848 -0.394  O6 1.443, C11 1.609, C28 1.532, C35 1.519
31 C -3.773 -2.885 -3.132  C15 1.496, H59 1.101, H67 1.096, H68 1.102
32 C -3.457 -1.149 -1.402  C15 1.395, C18 1.383, H57 1.096
33 C -2.013 1.822 1.467  C9 1.400, C26 1.404, H52 1.094
34 C 3.691 -2.264 1.760  S1 1.751, C20 1.481, C23 1.387
35 C 3.111 2.322 0.907  C30 1.519, H45 1.097, H54 1.094, H58 1.096
36 C 3.668 2.328 -2.720  C11 1.516, H51 1.097, H62 1.098, H66 1.093
37 C 1.190 -1.894 1.459  S1 1.774, C10 1.396, C29 1.450
38 C -1.531 -1.738 -2.729  C8 1.397, C15 1.402, H63 1.095
39 B 0.519 2.288 -1.261  O5 1.370, O6 1.382, C24 1.670
40 H -3.241 -1.921 2.822  C16 1.088
41 H 4.819 -4.033 1.718  C20 1.094
42 H 1.098 -0.790 3.330  C10 1.084
43 H -3.518 4.666 2.649  C25 1.094
44 H 3.624 -1.355 3.745  C23 1.091
45 H 4.208 2.318 0.894  C35 1.097
46 H 4.145 4.257 -0.769  C28 1.099
47 H -2.729 5.497 0.409  C7 1.094
48 H 3.894 0.239 -0.881  C12 1.095
49 H 0.169 -3.676 -0.361  C21 1.100
50 H 5.511 -2.746 2.736  C20 1.094
51 H 3.431 3.321 -3.121  C36 1.097
52 H -1.833 0.779 1.745  C33 1.094
53 H -2.178 -4.444 -0.500  C13 1.090
54 H 2.793 2.994 1.710  C35 1.094
55 H 2.830 4.904 0.219  C28 1.101
56 H 2.956 -0.162 -2.299  C12 1.101
57 H -4.512 -1.311 -1.155  C32 1.096
58 H 2.752 1.310 1.125  C35 1.096
59 H -4.052 -3.698 -2.446  C31 1.101
60 H -1.290 2.008 -1.800  C24 1.134
61 H -3.173 0.329 0.080  C18 1.084
62 H 3.685 1.601 -3.541  C36 1.098
63 H -1.084 -2.389 -3.488  C38 1.095
64 H 0.272 -0.614 -2.319  C8 1.089
65 H -1.296 4.066 -0.986  C27 1.090
66 H 4.659 2.337 -2.258  C36 1.093
67 H -3.266 -3.294 -4.014  C31 1.096
68 H -4.699 -2.380 -3.452  C31 1.102
69 H -3.061 2.266 3.299  C26 1.095
70 H -0.900 -1.193 3.036  C22 1.090
71 H 2.599 4.723 -1.546  C28 1.103
72 H 5.662 -2.675 0.969  C20 1.093
73 H 2.145 -0.045 -0.716  C12 1.102

Max |F|? In order: 1.39; 1.13; 3.92; 3.80 eV/Å.